(1)
Entry from OMol25: C5H8NO3P in the gas phase (wB97M-V/def2-TZVPD).

```
18
Properties=species:S:1:pos:R:3:forces:R:3:nbo_charge:R:1
C 1.463937 0.408011 -0.846553 -1.693 -1.057 -1.554 -0.309
C 2.577301 0.943977 -0.307936 2.235 -0.438 -2.200 0.096
C 1.386478 0.252372 1.389394 -0.398 -0.495 0.123 0.088
C 0.666221 -0.072290 0.253780 1.640 0.689 1.253 -0.159
C -0.502853 -0.955084 0.294918 -3.119 2.375 3.083 -0.246
N -0.490931 -1.957144 -0.662259 -0.701 -1.702 -2.927 -0.841
O -3.327129 -0.371416 -0.621776 -1.335 -1.199 -0.732 -1.077
O -1.694686 1.557588 -0.710345 -0.760 -2.037 -1.706 -0.995
O 2.572288 0.820830 1.022379 -0.264 0.465 1.198 -0.405
P -2.220702 0.237699 0.073321 2.621 1.578 1.936 1.821
H 1.139821 0.197056 -1.922636 1.011 0.728 1.697 0.241
H 3.588751 1.148512 -0.838333 -2.092 0.081 1.348 0.217
H 1.189884 0.089465 2.497811 0.485 0.278 -1.837 0.216
H -0.612697 -1.173636 1.454108 0.040 -0.647 -2.550 0.227
H -0.650315 -1.557841 -1.630673 0.483 -0.532 1.586 0.375
H -1.136279 -2.776120 -0.645561 0.557 1.301 0.795 0.399
H -1.396405 2.231504 -0.159686 0.911 1.857 1.490 0.496
H -2.552687 0.976516 1.360048 0.379 -1.244 -1.003 -0.145
```
Forces are in eV/Å.

## Properties
Maximum force in Eh/bohr: 0.0970
E_tot in eV: -22235.0050
Orbital gap in eV: 9.333
Relative energy (zero: lowest compared OMol25 entry of this formula, charge and spin) in kJ/mol: 220.5



(2)
Entry from OMol25: C5H8NO3S2 as an isolated structure (wB97M-V/def2-TZVPD).

```
19
Properties=species:S:1:pos:R:3:forces:R:3:nbo_charge:R:1
C 1.272090 -1.677651 -0.354928 -1.013 1.533 1.102 0.710
C 0.307082 -0.514042 -0.704200 0.833 0.067 -1.485 -0.401
C 0.142505 -0.355723 0.769440 -3.053 -1.597 0.962 0.328
C 0.936897 0.632186 -1.484633 1.025 0.016 -0.920 -0.622
C 0.176062 0.937131 1.444063 0.914 2.714 1.554 -0.710
N 1.074286 -1.381388 0.980258 -0.017 0.436 -1.216 -0.652
O -2.498031 0.201413 -1.471747 1.473 0.192 -2.082 -1.031
O 1.982504 -2.479540 -0.861582 0.753 -0.999 -0.971 -0.596
O -3.078773 1.466564 0.531381 0.255 0.954 0.016 -1.031
S -2.094949 -1.221780 1.184598 2.577 0.671 -0.407 -0.567
S -3.227242 0.233710 -0.238909 -1.765 -0.849 2.182 1.515
H -0.576216 -0.797788 -1.262284 -0.201 -0.132 0.197 0.298
H 1.891021 1.126441 -1.214744 0.152 -1.212 0.612 0.196
H 0.333806 1.531997 -1.401239 -0.920 -0.287 -0.914 0.233
H 1.128194 0.170388 -2.499164 -0.585 1.238 0.683 0.222
H -0.811332 1.529477 1.204841 1.927 -1.123 0.871 0.304
H 1.087323 1.540521 1.030425 -1.424 -0.829 0.328 0.195
H 0.497746 0.878121 2.592453 -1.400 -0.045 -2.325 0.217
H 1.457029 -1.820032 1.755964 0.468 -0.747 1.811 0.393
```
Forces are in eV/Å.

## Properties
Maximum force in Eh/bohr: 0.0696
E_tot in eV: -34617.4647
Total charge: -1
Orbital gap in eV: 7.042
Relative energy (zero: lowest compared OMol25 entry of this formula, charge and spin) in kJ/mol: 218.7



(3)
Entry from OMol25: a 2-piece molecular cluster, C5H8NOS overall (wB97M-V/def2-TZVPD).

```
16
Properties=species:S:1:pos:R:3:forces:R:3:nbo_charge:R:1
C 0.546580 1.131407 -1.552961 1.769 1.627 -1.124 -0.019
C -0.231867 1.479027 -2.609125 -0.534 -0.801 2.136 -0.384
C -1.354595 0.171575 -0.884320 -3.114 -0.910 -1.489 -0.080
C 0.124581 -1.713788 2.246700 1.562 -1.892 -0.602 -0.257
C 0.549984 -0.105572 0.572692 -0.111 3.371 1.744 0.221
N -0.115828 0.388184 -0.619386 1.810 -0.429 0.723 -0.343
O -0.377802 -0.858477 1.257335 1.890 2.198 -1.975 -0.524
S -1.817240 0.861155 -2.382263 0.218 -0.137 0.641 0.601
H 1.606493 1.535182 -1.430952 -1.702 -0.956 0.249 0.277
H -0.045749 2.293315 -3.229577 0.461 0.724 -1.494 0.275
H -2.073805 -0.493789 -0.354206 1.095 0.771 -0.154 0.301
H 0.908949 -1.240805 2.874839 -0.467 -0.309 -0.446 0.206
H 0.500047 -2.688706 1.712026 -0.557 1.712 1.360 0.198
H -0.767073 -1.870842 2.791314 -0.473 -0.831 1.114 0.219
H 0.943167 1.491088 1.236024 -0.912 -3.540 -0.978 0.074
H 1.604157 -0.378954 0.371861 -0.935 -0.597 0.294 0.234
```
Forces are in eV/Å.

## Properties
Maximum force in Eh/bohr: 0.0738
E_tot in eV: -19677.0266
Total charge: +1
Orbital gap in eV: 9.197
Relative energy (zero: lowest compared OMol25 entry of this formula, charge and spin) in kJ/mol: 362.2



(4)
Entry from OMol25: a 2-piece molecular cluster, C5H8NOS overall (wB97M-V/def2-TZVPD).

```
16
Properties=species:S:1:pos:R:3:forces:R:3:nbo_charge:R:1
C 1.231437 -2.701180 1.477092 -0.963 -0.356 -0.208 -0.335
C -0.974403 0.861101 -0.252383 -1.711 3.395 -0.593 -0.421
C -0.354725 -0.062770 -1.289187 -0.556 -0.102 0.127 -0.433
C 0.010219 0.407230 0.817831 -1.351 -0.709 1.913 -0.445
C 0.618473 -0.584737 -0.186872 -4.712 -1.872 0.342 -0.226
N 1.156397 -4.337117 2.674091 1.207 1.386 0.663 0.421
O 1.813884 -4.132395 3.568462 -1.060 -0.488 -1.311 -0.055
S 0.198645 -2.432127 0.252513 0.787 0.458 0.895 0.610
H 1.856806 -1.853520 1.795913 0.079 -0.384 0.121 0.210
H -1.083406 1.972718 -0.555889 1.266 -1.492 0.376 0.239
H -2.046206 0.800794 -0.010111 0.385 -1.195 0.197 0.234
H -1.078241 -0.685254 -1.874226 1.047 0.102 0.564 0.246
H 0.232056 0.552572 -1.931908 0.403 0.126 -0.961 0.242
H 0.748426 1.036826 1.276365 0.201 0.766 -0.111 0.247
H -0.653540 0.034031 1.706523 1.694 -0.060 -1.452 0.243
H 1.584800 -0.774494 -0.412725 3.285 0.426 -0.564 0.223
```
Forces are in eV/Å.

## Properties
Maximum force in Eh/bohr: 0.0988
E_tot in eV: -19674.0881
Total charge: +1
Orbital gap in eV: 7.904
Relative energy (zero: lowest compared OMol25 entry of this formula, charge and spin) in kJ/mol: 645.7



(5)
Entry from OMol25: an isolated ion of composition C5H8NS and charge +1 (wB97M-V/def2-TZVPD).

```
15
Properties=species:S:1:pos:R:3:forces:R:3:nbo_charge:R:1
C -0.727577 0.118528 0.276033 0.235 -2.160 -0.740 0.059
C -3.057049 -0.351884 -0.277796 -0.756 -0.121 -0.063 0.075
C -0.170403 1.258664 0.749330 0.936 0.964 0.142 -0.291
C 2.060949 0.201642 -0.765625 -0.775 1.155 -0.046 -0.122
C 1.867708 -0.902209 0.136857 -0.331 -0.978 0.730 -0.637
N -1.902347 0.100631 -0.341444 0.419 0.403 0.172 -0.321
S 0.106728 -1.460537 0.213744 -0.018 0.697 -0.107 0.357
H -3.732961 -0.141825 -1.099031 -0.053 -0.074 -0.121 0.222
H -3.445344 -0.928945 0.560090 0.139 0.027 0.173 0.208
H -0.679710 2.195745 0.624344 -0.103 0.254 -0.131 0.241
H 0.732897 1.255924 1.327942 0.094 -0.153 0.253 0.233
H 1.515678 0.252103 -1.693995 0.038 -0.094 -0.198 0.211
H 2.810657 0.953861 -0.578958 0.179 -0.002 -0.001 0.219
H 2.346333 -1.808362 -0.270686 0.056 0.045 0.101 0.295
H 2.274436 -0.743335 1.139198 -0.059 0.035 -0.163 0.253
```
Forces are in eV/Å.

## Properties
Maximum force in Eh/bohr: 0.0446
E_tot in eV: -17628.9154
Total charge: +1
Orbital gap (spin up / spin down) in eV: 8.708 / 5.637
Relative energy (zero: lowest compared OMol25 entry of this formula, charge and spin) in kJ/mol: 387.4



(6)
Entry from OMol25: C5H8O in the gas phase (wB97M-V/def2-TZVPD).

```
14
Properties=species:S:1:pos:R:3:forces:R:3:nbo_charge:R:1
C -1.149041 1.593543 2.367850 0.154 0.896 -0.303 -0.646
C -0.402365 0.552901 1.645044 1.266 -0.164 -0.620 -0.156
C -0.122523 0.590085 0.325938 -0.712 -1.326 1.599 -0.231
C 0.448119 -0.574827 -0.361150 -0.029 1.177 -0.995 -0.298
C 0.268007 -0.688884 -1.684589 1.248 -0.294 1.608 0.120
O 1.063461 -1.632676 -2.301891 -0.685 0.599 -1.568 -0.684
H -2.093216 1.116414 2.642409 -0.250 0.685 0.117 0.221
H -0.678322 2.057409 3.247977 0.019 -0.650 -0.046 0.216
H -1.218876 2.422902 1.653250 -0.846 -0.023 0.247 0.208
H -0.062434 -0.290426 2.245461 -0.056 -0.142 -0.284 0.188
H -0.451772 1.424492 -0.281340 -0.050 0.083 -0.008 0.194
H 1.174189 -1.235092 0.121008 -0.403 0.184 -0.020 0.221
H -0.389817 -0.025143 -2.251712 0.287 -0.372 -0.114 0.173
H 1.197594 -1.288766 -3.204213 0.058 -0.652 0.386 0.474
```
Forces are in eV/Å.

## Properties
Maximum force in Eh/bohr: 0.0427
E_tot in eV: -7360.5093
Orbital gap in eV: 8.818
Relative energy (zero: lowest compared OMol25 entry of this formula, charge and spin) in kJ/mol: 168.5